No. 1
Density functional theory data (ωB97M-V/def2-TZVPD) for a molecular structure, C44H64Ge2IN7RuS5Si3.

Last column: Mulliken spin population.
Positions of all 127 atoms, in Å:
Ru1 0.268 -1.362 -0.168  2.547
C1 1.124 3.228 -3.988  0.023
Si1 2.556 2.705 -2.829  0.004
C2 4.181 3.211 -3.696  0.001
C3 2.485 3.602 -1.144  0.009
Ge1 2.583 0.243 -2.602  0.082
Si2 2.207 -0.841 -4.776  -0.002
C4 2.954 -2.598 -4.858  0.006
C5 3.137 0.241 -6.050  0.002
C6 0.337 -0.795 -5.142  0.001
Si3 4.641 -0.417 -1.382  0.034
C7 4.695 -2.143 -0.572  0.023
C8 5.050 0.982 -0.139  -0.003
C9 5.943 -0.329 -2.784  0.009
H1 1.309 4.216 -4.400  0.001
H2 0.166 3.250 -3.477  -0.015
H3 1.029 2.540 -4.822  0.003
H4 4.180 4.269 -3.931  0.000
H5 4.313 2.668 -4.624  0.000
H6 5.046 3.019 -3.071  0.000
H7 2.095 4.611 -1.248  0.002
H8 3.463 3.671 -0.678  0.001
H9 1.837 3.073 -0.452  0.000
H10 3.838 -2.673 -4.231  -0.003
H11 3.245 -2.851 -5.873  0.001
H12 2.251 -3.349 -4.510  -0.001
H13 4.203 0.250 -5.844  0.000
H14 2.784 1.267 -6.038  0.000
H15 3.000 -0.141 -7.055  0.000
H16 -0.208 -1.297 -4.346  -0.004
H17 0.084 -1.284 -6.077  0.000
H18 -0.034 0.225 -5.192  0.000
H19 3.891 -2.265 0.148  -0.007
H20 5.635 -2.301 -0.053  0.002
H21 4.589 -2.931 -1.311  -0.003
H22 4.204 1.198 0.508  0.002
H23 5.305 1.896 -0.670  0.000
H24 5.893 0.726 0.499  0.000
H25 5.812 -1.126 -3.509  -0.002
H26 6.952 -0.406 -2.394  0.002
H27 5.865 0.616 -3.312  -0.002
C10 -2.013 -3.698 -2.258  0.004
Ge2 -1.936 -1.857 -1.403  0.163
C11 -3.541 -1.922 -0.166  0.000
C12 -3.772 -0.970 0.819  -0.021
C13 -4.905 -1.013 1.612  0.003
C14 -5.843 -2.014 1.434  0.001
C15 -5.623 -2.980 0.468  0.000
C16 -4.485 -2.932 -0.318  0.013
C17 -2.668 -0.763 -2.948  -0.024
C18 -2.765 -1.372 -4.174  0.000
C19 -3.377 -0.745 -5.267  -0.002
C20 -3.864 0.525 -5.156  0.003
C21 -3.765 1.210 -3.929  0.001
C22 -4.262 2.521 -3.768  0.006
C23 -4.195 3.160 -2.563  -0.004
C24 -3.616 2.513 -1.464  -0.002
C25 -3.119 1.249 -1.598  0.025
C26 -3.173 0.553 -2.815  -0.035
H28 -2.989 -3.846 -2.710  -0.001
H29 -1.836 -4.498 -1.543  0.003
H30 -1.267 -3.807 -3.039  0.007
H31 -3.061 -0.172 0.981  0.011
H32 -5.060 -0.260 2.373  0.001
H33 -6.739 -2.037 2.038  0.000
H34 -6.345 -3.772 0.319  0.000
H35 -4.346 -3.692 -1.073  -0.001
H36 -2.373 -2.365 -4.318  0.001
H37 -3.460 -1.285 -6.199  0.000
H38 -4.334 1.016 -5.996  0.000
H39 -4.703 3.011 -4.624  0.000
H40 -4.591 4.159 -2.447  0.000
H41 -3.554 3.023 -0.516  0.005
H42 -2.667 0.755 -0.755  0.013
S1 1.821 0.332 1.461  0.040
C27 1.952 -1.101 2.324  -0.010
N1 2.217 -1.056 3.675  0.009
C28 2.151 -2.199 4.443  0.010
C29 1.907 -3.389 3.816  0.000
C30 1.799 -3.395 2.418  0.011
N2 1.792 -2.259 1.703  -0.022
H43 2.389 -0.154 4.091  0.001
H44 2.297 -2.085 5.506  0.001
H45 1.834 -4.309 4.371  0.000
H46 1.721 -4.315 1.857  0.002
S2 0.821 6.745 2.812  0.010
C31 0.244 5.222 2.602  -0.003
S3 -0.227 4.565 1.044  0.007
C32 -0.576 3.016 1.865  0.004
N3 -0.335 3.057 3.127  0.069
N4 0.089 4.263 3.548  0.013
C33 0.337 4.376 4.926  -0.005
C34 0.774 3.229 5.583  0.002
C35 1.004 3.255 6.943  -0.001
C36 0.798 4.423 7.659  0.003
C37 0.345 5.557 7.006  -0.002
C38 0.107 5.544 5.643  0.002
S4 -1.243 1.707 1.072  0.279
H47 0.920 2.329 5.006  0.004
H48 1.342 2.361 7.447  0.000
H49 0.985 4.445 8.722  0.000
H50 0.162 6.462 7.565  0.000
H51 -0.259 6.430 5.152  0.000
C39 -1.454 -4.182 1.383  0.021
N5 -1.813 -3.448 2.574  -0.005
C40 -3.020 -3.976 3.178  0.001
C41 -1.501 -2.126 2.680  0.041
N6 -0.920 -1.478 1.725  0.002
N7 -1.816 -1.531 3.892  0.004
C42 -1.407 -2.174 5.123  0.000
C43 -1.856 -0.086 3.988  0.001
H52 -1.310 -5.229 1.657  -0.001
H53 -0.527 -3.793 0.965  -0.014
H54 -2.244 -4.115 0.628  0.002
H55 -3.774 -4.140 2.401  -0.001
H56 -3.421 -3.282 3.908  0.000
H57 -2.798 -4.932 3.653  0.001
H58 -0.729 -0.508 1.988  -0.036
H59 -1.240 -3.235 4.960  -0.001
H60 -2.173 -2.051 5.892  0.000
H61 -0.472 -1.731 5.496  0.001
H62 -0.862 0.380 4.033  0.000
H63 -2.401 0.177 4.895  0.001
H64 -2.391 0.329 3.137  -0.001
I1 1.384 -3.424 -1.442  0.287
S5 -0.001 1.267 -1.477  0.510
C44 0.922 -0.058 -1.526  -0.122

Output
* HOMO energy (spin up / spin down): -6.34 / -7.22 eV
* calculated total energy: -258621.6076 eV
* gap between HOMO and LUMO (spin up / spin down): 4.9 / 5.2 eV
* LUMO energy (spin up / spin down): -1.48 / -1.99 eV
* multiplicity: 5
* <S²>: 6.042

---

No. 2
Density functional theory data (ωB97M-V/def2-TZVPD) for a molecular structure, C22H52FN2O6Zr.

Last column: Mulliken spin population.
Positions of all 84 atoms, in Å:
Zr1 -0.860 0.667 -0.722  0.985
C1 3.020 -0.870 -3.268  -0.001
C2 1.779 -0.975 -4.183  0.001
C3 2.040 -1.917 -5.356  0.000
C4 2.065 -3.444 -5.021  0.000
C5 0.836 -3.862 -4.205  0.000
C6 0.363 -2.945 -3.058  0.001
N1 0.551 -1.458 -3.451  -0.003
O1 -0.036 -0.448 -2.573  0.038
C7 1.139 -3.262 -1.765  -0.002
C8 -1.137 -3.269 -2.814  -0.002
C9 1.611 0.397 -4.866  0.000
H1 3.953 -0.464 -3.660  0.000
H2 3.309 -1.856 -2.904  0.000
H3 2.680 -0.220 -2.462  0.001
H4 2.774 -1.575 -6.085  0.000
H5 1.076 -1.747 -5.835  0.000
H6 2.939 -3.707 -4.427  0.000
H7 1.972 -3.842 -6.032  0.000
H8 1.151 -4.770 -3.691  0.000
H9 0.067 -4.292 -4.845  0.000
H10 0.728 -2.688 -0.935  0.003
H11 2.182 -2.948 -1.716  0.000
H12 1.164 -4.323 -1.516  0.000
H13 -1.400 -2.948 -1.806  0.000
H14 -1.317 -4.342 -2.870  0.000
H15 -1.823 -2.933 -3.592  0.000
H16 0.763 0.343 -5.548  0.000
H17 2.532 0.596 -5.414  0.000
H18 1.384 1.199 -4.164  -0.001
C10 1.579 2.195 3.514  -0.001
C11 0.055 1.816 3.429  0.002
C12 -0.504 2.125 4.812  0.000
C13 -0.907 3.640 5.092  0.000
C14 -1.758 4.182 3.889  0.000
C15 -1.168 3.966 2.421  -0.005
N2 -0.651 2.538 2.321  -0.008
O2 -0.220 2.139 0.986  0.015
C16 0.016 4.935 2.158  0.001
C17 -2.425 4.113 1.529  0.005
C18 -0.059 0.294 3.386  -0.004
H19 1.711 3.236 3.809  0.000
H20 2.170 2.127 2.601  0.000
H21 1.991 1.488 4.234  0.000
H22 0.236 1.885 5.576  0.000
H23 -1.339 1.475 5.076  0.000
H24 -0.021 4.273 5.039  0.000
H25 -1.338 3.729 6.089  0.000
H26 -1.654 5.259 4.021  0.000
H27 -2.835 4.020 3.922  0.000
H28 -0.419 5.934 2.201  0.000
H29 0.554 4.829 1.216  -0.001
H30 0.669 4.948 3.031  0.000
H31 -2.075 4.013 0.501  0.009
H32 -2.892 5.097 1.554  0.001
H33 -3.151 3.322 1.719  -0.003
H34 0.664 -0.194 4.040  0.000
H35 0.265 -0.027 2.396  0.004
H36 -1.064 -0.081 3.581  0.000
F1 -0.848 -1.177 0.361  0.015
C19 2.620 0.081 0.608  0.007
O3 1.475 -0.031 -0.217  0.013
H37 3.463 -0.486 0.214  0.000
H38 3.019 1.095 0.643  0.000
H39 2.542 -0.494 1.531  0.000
H40 1.627 -0.821 -0.741  -0.005
C20 -3.134 0.470 1.754  0.016
O4 -2.851 1.058 0.522  -0.075
H41 -2.937 1.095 2.624  -0.002
H42 -4.222 0.516 1.814  0.000
H43 -2.890 -0.581 1.907  -0.003
H44 -3.466 1.795 0.506  0.014
C21 -3.676 -1.409 -1.021  0.007
O5 -2.733 -0.597 -1.653  -0.022
H45 -4.088 -2.003 -1.837  0.001
H46 -3.140 -2.208 -0.510  -0.002
H47 -4.508 -1.024 -0.431  0.000
H48 -3.119 -0.545 -2.530  0.002
C22 1.272 -3.673 1.843  0.001
O6 0.309 -2.793 2.399  0.000
H49 1.509 -4.365 2.650  0.000
H50 0.889 -4.051 0.895  0.000
H51 2.089 -3.022 1.529  0.000
H52 -0.134 -2.206 1.783  0.000

Output
* HOMO energy (spin up / spin down): -6.46 / -6.67 eV
* calculated total energy: -42914.7472 eV
* gap between HOMO and LUMO (spin up / spin down): 6.4 / 6.4 eV
* LUMO energy (spin up / spin down): -0.09 / -0.26 eV
* multiplicity: 2
* <S²>: 0.751

---

No. 3
Density functional theory data (ωB97M-V/def2-TZVPD) for a gas-phase ion, C5H4ClO (charge +1).

Last column: Löwdin charge in e.
Positions of all 11 atoms, in Å:
C1 -1.030 -0.783 0.052  -0.118
C2 0.069 -1.434 -0.117  0.183
C3 -1.155 0.617 0.087  0.000
C4 -0.063 1.423 -0.065  -0.071
C5 1.687 -0.115 -0.075  -0.591
O1 1.209 1.081 -0.106  0.031
Cl1 3.206 -0.422 0.041  1.050
H1 -1.853 -1.459 -0.152  0.146
H2 0.213 -2.477 -0.048  0.091
H3 -2.063 1.048 0.138  0.094
H4 -0.220 2.521 0.244  0.185

Output
* ΔE to the lowest compared entry with this formula, charge and spin: 52.3 kcal/mol
* HOMO energy (spin up / spin down): -14.39 / -14.39 eV
* calculated total energy: -19807.3440 eV
* net charge: +1
* gap between HOMO and LUMO (spin up / spin down): 8.7 / 8.7 eV
* LUMO energy (spin up / spin down): -5.72 / -5.72 eV

---

No. 4
Density functional theory data (ωB97M-V/def2-TZVPD) for a single C2H4N4 molecule.

Last column: Löwdin charge in e.
Positions of all 10 atoms, in Å:
C1 1.830 0.704 0.675  0.037
C2 0.040 -0.156 -1.174  -0.113
H1 2.354 0.055 1.349  0.082
H2 1.560 1.557 1.032  0.004
H3 2.644 0.901 -0.111  0.113
H4 0.224 -0.165 -2.181  0.085
N1 0.507 0.270 -0.025  -0.149
N2 -1.212 -0.695 -0.869  -0.046
N3 -1.439 -0.592 0.344  -0.058
N4 -0.428 0.212 0.966  0.046

Output
* ΔE to the lowest compared entry with this formula, charge and spin: 83.1 kcal/mol
* HOMO energy: -9.85 eV
* calculated total energy: -8095.7105 eV
* gap between HOMO and LUMO: 10.5 eV
* SMILES string: Cn1cnnn1
* LUMO energy: 0.63 eV